# C8H11N2O3S

An isolated ion of composition C8H11N2O3S and charge +1 at a distorted geometry (ωB97M-V/def2-TZVPD, OMol25).

```
! RIJCOSX wB97M-V def2-TZVPD def2/J DEFGRID3
* xyz 1 1
C -1.90 0.27 -1.91
C -0.92 -0.48 -1.09
C -1.35 -0.58 0.31
N -0.09 -0.83 1.11
C 0.08 -0.62 2.57
C 1.48 0.17 2.80
S 2.52 -0.23 1.33
C 0.98 -0.01 0.37
O 0.53 1.19 0.05
C 0.46 0.17 -0.96
N 1.19 0.25 -2.13
O 2.59 0.67 -2.13
C 1.66 1.33 -2.84
O 1.49 2.20 -3.58
H -1.57 0.62 -2.92
H -2.27 1.02 -1.25
H -2.69 -0.34 -2.26
H -0.88 -1.50 -1.63
H -1.73 0.45 0.57
H -2.13 -1.33 0.41
H 0.08 -1.74 0.85
H 0.17 -1.67 2.89
H -0.95 -0.17 2.99
H 1.34 1.23 2.78
H 1.91 -0.07 3.66
*
```

Its highest occupied orbital energy is -13.805 eV. For the largest force on an atom, the calculation gives 5.365 eV/A. The SMILES is C[C@@H]1C[N@@H+]2CCS[C@]23O[C@]13N1OC1=O. As for the energy relative to the best compared isomer or geometry (same formula, charge and spin): 486.1 kJ/mol. For the total energy, the calculation gives -28420.29644 eV. The value obtained for the HOMO-LUMO gap is 10.8 eV.

=====

# C3H4N2

An isolated molecule of C3H4N2 at a distorted geometry (ωB97M-V/def2-TZVPD, OMol25).

```
! RIJCOSX wB97M-V def2-TZVPD def2/J DEFGRID3
* xyz 0 1
N -2.24 -1.43 -0.03
C -1.16 -1.00 -0.05
C 0.21 -0.51 0.12
C 0.68 0.90 -0.42
N 0.33 0.66 0.94
H 0.97 -1.27 0.09
H 1.76 0.94 -0.57
H 0.04 0.59 -1.24
H -0.58 1.01 1.22
*
```

Its highest occupied orbital energy is -10.214 eV. For the largest force on an atom, the calculation gives 2.719 eV/A. The SMILES is N#C[C@H]1CN1. As for the energy relative to the best compared isomer or geometry (same formula, charge and spin): 292.6 kJ/mol. For the total energy, the calculation gives -6152.86872 eV. The value obtained for the HOMO-LUMO gap is 11.1 eV.

=====

# C11H14N2O2

An isolated molecule of C11H14N2O2 at a distorted geometry (ωB97M-V/def2-TZVPD, OMol25).

```
! RIJCOSX wB97M-V def2-TZVPD def2/J DEFGRID3
* xyz 0 1
C 1.09 2.41 0.88
O 1.52 1.91 -0.40
C 2.17 0.68 -0.27
C 3.52 0.52 -0.60
C 4.07 -0.76 -0.59
C 3.41 -1.76 0.04
C 2.05 -1.60 0.46
C 1.49 -0.40 0.33
O 0.08 -0.27 0.58
C -0.61 -0.09 -0.74
C -2.05 -0.15 -0.58
N -2.84 0.86 -0.62
C -4.18 0.46 -0.38
C -3.94 -0.80 0.45
N -2.74 -1.32 -0.26
H 0.79 3.45 0.69
H 0.27 1.85 1.36
H 1.88 2.38 1.72
H 4.10 1.31 -0.97
H 5.06 -0.84 -1.04
H 3.84 -2.80 0.05
H 1.54 -2.48 0.98
H -0.07 -0.77 -1.41
H -0.36 0.93 -1.04
H -4.79 1.20 0.22
H -4.61 0.01 -1.25
H -3.64 -0.59 1.53
H -4.84 -1.40 0.51
H -2.21 -1.92 0.34
*
```

Its highest occupied orbital energy is -8.993 eV. For the largest force on an atom, the calculation gives 4.331 eV/A. The SMILES is COc1ccccc1OCC1=NCCN1. As for the energy relative to the best compared isomer or geometry (same formula, charge and spin): 169.4 kJ/mol. For the total energy, the calculation gives -18706.73473 eV. The value obtained for the HOMO-LUMO gap is 9.9 eV.

=====

# C4H6N2O

A 2-piece molecular cluster, C4H6N2O overall at a distorted geometry (ωB97M-V/def2-TZVPD, OMol25).

```
! RIJCOSX wB97M-V def2-TZVPD def2/J DEFGRID3
* xyz 0 1
C 1.06 -0.40 1.46
C 0.58 0.81 0.72
O 1.28 1.44 -0.08
C -0.76 1.26 1.03
N -1.85 1.61 1.27
H 1.41 -0.12 2.45
H 0.26 -1.14 1.54
H 1.89 -0.86 0.90
C -0.43 -0.51 -2.08
N -1.17 -0.99 -1.13
H 0.57 -0.92 -2.26
H -0.76 0.33 -2.71
H -2.08 -0.50 -1.12
*
```

Its highest occupied orbital energy is -10.610 eV. For the largest force on an atom, the calculation gives 2.525 eV/A. The SMILES is CC(=O)C#N.C=N. As for the energy relative to the best compared isomer or geometry (same formula, charge and spin): 222.5 kJ/mol. For the total energy, the calculation gives -9271.19593 eV. The value obtained for the HOMO-LUMO gap is 10.2 eV.

=====

# C28H29AlN3Si

C28H29AlN3Si as an isolated structure at a distorted geometry (ωB97M-V/def2-TZVPD, OMol25).

```
! RIJCOSX wB97M-V def2-TZVPD def2/J DEFGRID3
* xyz 1 1
C 0.37 1.90 -0.78
C -0.97 1.96 -1.23
C -1.81 1.33 -0.29
H -1.31 2.58 -2.08
C -1.01 0.91 0.82
C 0.38 1.28 0.50
H 1.16 1.29 1.26
H 1.22 2.42 -1.23
H -2.90 1.38 -0.25
H -1.35 0.68 1.84
Al -0.20 -0.77 0.05
C -1.09 -2.51 -2.93
H -1.71 -2.24 -2.08
H -0.66 -3.53 -2.72
H -1.74 -2.66 -3.81
Si 0.22 -1.08 -3.36
C 2.04 -0.90 -3.87
C 2.72 0.31 -3.68
H 2.16 1.18 -3.34
C 4.07 0.41 -4.04
H 4.59 1.37 -3.94
C 4.77 -0.68 -4.55
H 5.82 -0.60 -4.87
C 4.09 -1.90 -4.74
H 4.61 -2.76 -5.16
C 2.74 -2.00 -4.41
H 2.22 -2.95 -4.62
C -0.97 0.12 -4.10
C -0.53 1.08 -5.01
H 0.48 0.99 -5.42
C -1.42 2.07 -5.43
H -1.09 2.72 -6.25
C -2.74 2.10 -4.92
H -3.47 2.78 -5.38
C -3.17 1.17 -3.97
H -4.22 1.08 -3.66
C -2.26 0.19 -3.54
H -2.61 -0.57 -2.82
H 0.19 -0.72 -1.86
H 0.70 -2.43 -3.70
N 0.56 -3.35 0.46
C 1.03 -2.67 1.61
C 1.77 -3.35 2.56
C 2.04 -2.66 3.74
C 1.59 -1.33 3.89
C 0.93 -0.70 2.86
N 0.69 -1.36 1.69
C -0.82 -3.40 0.20
C -1.50 -4.61 0.03
C -2.88 -4.56 -0.18
C -3.51 -3.29 -0.21
C -2.78 -2.13 -0.03
N -1.44 -2.20 0.21
H 0.99 -4.27 0.42
H 2.16 -4.36 2.29
H 2.65 -3.13 4.51
H 1.74 -0.78 4.81
H 0.56 0.33 2.95
H -0.89 -5.50 0.10
H -3.44 -5.47 -0.33
H -4.58 -3.20 -0.36
H -3.16 -1.10 -0.05
*
```

Its highest occupied orbital energy (spin up / spin down) is -9.422 / -8.046 eV. For the largest force on an atom, the calculation gives 2.092 eV/A. As for the energy relative to the best compared isomer or geometry (same formula, charge and spin): 393.2 kJ/mol. For the total energy, the calculation gives -48442.23449 eV. The value obtained for the HOMO-LUMO gap (spin up / spin down) is 5.7 / 4.2 eV.

=====

# C4H6Br2O2

A 2-piece molecular cluster, C4H6Br2O2 overall at a distorted geometry (ωB97M-V/def2-TZVPD, OMol25).

```
! RIJCOSX wB97M-V def2-TZVPD def2/J DEFGRID3
* xyz 0 1
C -2.47 -0.32 -0.28
C 0.44 0.40 0.71
C 1.34 0.74 -0.52
C -0.05 -1.01 0.57
O -3.18 -1.02 -0.89
O 0.27 -1.92 -0.40
Br -2.68 1.58 0.09
Br 2.10 2.59 -0.10
H 1.20 0.62 1.47
H -0.46 0.92 1.02
H 2.11 -0.02 -0.30
H 1.09 0.67 -1.56
H -0.30 -1.67 1.41
H 0.59 -1.56 -1.23
*
```

Its highest occupied orbital energy (spin up / spin down) is -7.803 / -8.272 eV. For the largest force on an atom, the calculation gives 2.775 eV/A. As for the energy relative to the best compared isomer or geometry (same formula, charge and spin): 304.6 kJ/mol. For the total energy, the calculation gives -148421.38698 eV. The value obtained for the HOMO-LUMO gap (spin up / spin down) is 6.9 / 8.4 eV.